Record 1
# C22H32Cl2F4O21

A cluster of 8 separate species, C22H32Cl2F4O21 in total in a non-equilibrium geometry (ωB97M-V/def2-TZVPD, the Open Molecules 2025 dataset).

HOMO: -10.36 eV
LUMO energy: -0.220 eV
E_tot: -102244.284 eV
Structure (SMILES): O=C1OC[C@@H](F)O1.O=C1OC[C@@H](F)O1.O=C1OC[C@@H](F)O1.O=C1OC[C@@H](F)O1.COC(=O)OC.COC(=O)OC.COC(=O)OC.ClCCl

Geometry as XYZ:
```
81
Properties=species:S:1:pos:R:3:forces:R:3
O -0.191 -2.339 -6.475 -0.66 -0.29 0.09
C 0.620 -1.874 -5.770 1.05 0.26 -0.02
O 1.145 -0.631 -5.885 -0.18 0.34 -0.96
C 2.411 -0.595 -5.276 0.07 0.12 1.28
C 2.218 -1.639 -4.199 -0.34 0.05 0.33
F 1.589 -1.055 -3.110 0.29 0.04 0.13
O 1.291 -2.525 -4.752 0.30 -0.18 -0.16
H 3.248 -0.833 -5.934 -0.25 -0.05 -0.28
H 2.569 0.362 -4.783 -0.04 0.12 -0.28
H 3.118 -2.124 -3.824 -0.20 -0.29 -0.17
O -0.798 2.357 0.843 -0.28 0.13 0.11
C -0.566 1.194 0.762 0.02 0.55 -0.19
O -0.535 0.339 1.777 0.45 -0.18 0.66
C 0.110 -0.870 1.366 -1.08 -0.16 -0.55
C 0.074 -0.756 -0.168 0.05 -0.13 0.79
F -0.928 -1.537 -0.650 0.13 -0.16 -0.19
O -0.294 0.578 -0.409 0.69 -0.26 -0.16
H 1.093 -0.972 1.817 0.07 0.21 -0.08
H -0.541 -1.703 1.624 0.21 -0.06 0.26
H 1.032 -1.022 -0.606 -0.24 0.10 -0.59
O -1.580 2.114 5.413 0.34 -0.08 -0.12
C -1.396 2.962 4.606 -0.58 0.50 -0.37
O -2.376 3.510 3.834 1.98 -0.16 0.72
C -1.932 4.776 3.375 2.61 0.05 -1.34
C -0.419 4.504 3.268 -1.98 0.72 0.24
F 0.275 5.657 3.474 0.40 -0.36 0.26
O -0.230 3.576 4.317 1.22 -0.30 0.16
H -2.314 4.965 2.372 0.52 0.08 0.45
H -2.231 5.584 4.041 0.39 -0.08 0.09
H -0.208 4.095 2.279 0.64 -0.18 0.29
O -2.993 -5.740 -5.195 0.13 0.01 0.05
C -2.302 -5.271 -4.356 0.17 0.02 -0.11
O -1.014 -4.901 -4.487 0.33 -0.20 -0.72
C -0.478 -4.627 -3.199 -0.76 0.46 0.46
C -1.761 -4.183 -2.482 1.72 -0.86 0.13
F -2.039 -2.887 -2.788 -0.27 0.10 -0.13
O -2.701 -5.037 -3.071 -0.55 0.50 0.61
H -0.043 -5.545 -2.802 -0.14 0.07 0.25
H 0.257 -3.833 -3.174 0.01 0.00 -0.48
H -1.640 -4.269 -1.404 -0.73 -0.19 0.01
C 3.016 4.801 1.982 -0.67 0.04 -1.01
O 2.719 3.589 1.248 0.31 0.04 0.39
C 3.713 2.726 1.180 -0.60 -0.61 -0.72
O 4.843 2.876 1.510 1.27 0.38 0.65
O 3.248 1.609 0.609 -0.88 0.04 -0.07
C 4.160 0.564 0.410 0.89 -0.69 -0.40
H 2.977 4.599 3.049 -0.07 0.18 -0.01
H 2.203 5.411 1.593 0.08 0.43 0.76
H 3.958 5.253 1.679 0.11 -0.30 0.07
H 4.940 0.801 -0.321 -0.16 0.31 0.05
H 3.589 -0.266 -0.006 -0.07 0.01 0.19
H 4.686 0.261 1.318 -0.28 0.09 0.11
C 2.963 -6.648 -1.169 -0.24 -0.50 -0.25
O 2.059 -5.543 -1.317 0.14 -0.12 0.66
C 1.785 -4.804 -0.229 -0.49 0.64 -1.09
O 1.014 -3.883 -0.315 -0.11 0.27 0.39
O 2.456 -5.180 0.823 1.17 -1.14 0.47
C 2.463 -4.480 2.059 -0.71 0.96 -0.23
H 3.932 -6.338 -0.789 0.04 0.09 -0.16
H 3.018 -7.082 -2.163 0.27 0.13 -0.04
H 2.557 -7.421 -0.517 -0.10 0.19 0.15
H 2.549 -3.404 1.887 0.01 -0.06 -0.10
H 3.332 -4.806 2.618 -0.11 -0.29 0.01
H 1.518 -4.653 2.570 0.16 -0.14 0.22
C -3.828 3.618 0.685 -0.01 -0.01 -1.21
O -4.237 2.979 1.881 0.15 -0.02 0.32
C -4.298 3.750 2.966 -1.25 0.15 -0.43
O -4.089 4.939 2.972 -2.62 0.14 -0.08
O -4.649 3.005 3.991 -1.06 -0.27 0.11
C -4.652 3.611 5.281 -0.44 0.07 0.08
H -2.751 3.739 0.554 0.02 -0.19 0.54
H -4.289 4.591 0.524 -0.24 -0.04 0.25
H -4.142 2.938 -0.105 -0.09 0.09 -0.03
H -3.824 4.299 5.447 0.09 -0.24 -0.16
H -4.605 2.761 5.955 0.03 0.21 0.19
H -5.567 4.186 5.430 -0.10 -0.15 -0.04
Cl -1.569 0.416 -3.593 -0.16 0.23 -0.33
C -2.584 1.536 -2.660 0.36 -0.55 0.41
Cl -2.140 3.235 -2.852 -0.04 -0.14 -0.01
H -3.629 1.398 -2.908 0.06 0.03 -0.24
H -2.387 1.213 -1.644 -0.18 0.43 0.16
```
Forces are in eV/Å.


Record 2
# C40H103BrN2O23S

A cluster of 21 separate species, C40H103BrN2O23S in total in a non-equilibrium geometry (ωB97M-V/def2-TZVPD, the Open Molecules 2025 dataset).

HOMO: -7.74 eV
LUMO energy: -0.638 eV
E_tot: -174073.069 eV

Geometry as XYZ:
```
170
Properties=species:S:1:pos:R:3:forces:R:3
C 3.545 1.147 4.992 -1.21 -0.25 -0.98
C 4.125 0.038 3.883 0.93 0.24 1.91
S 3.612 0.681 2.200 0.10 -0.69 0.06
C 2.837 -0.643 1.132 0.40 -0.56 -1.11
C 1.237 -0.358 0.734 0.49 -1.50 -0.10
C 1.066 -1.071 -0.770 -0.64 0.92 -8.80
N 0.976 -1.243 -2.060 0.91 1.22 11.82
C 1.011 1.254 0.714 -0.43 0.80 -0.49
C -0.311 1.795 -0.090 -1.24 -1.34 -6.72
O -0.600 1.609 -1.380 2.20 1.19 8.77
Br -1.645 2.930 0.951 1.36 -0.89 -0.78
C 0.296 -1.225 1.746 -0.08 -0.84 1.17
C 0.814 -1.054 3.330 2.08 0.48 8.68
N 1.130 -0.995 4.607 -3.02 -0.45 -12.39
C -1.289 -0.846 1.778 -0.10 -0.27 0.99
C -2.146 -1.143 0.426 -2.22 0.60 0.12
C -3.755 -0.985 0.859 -4.12 -0.15 1.02
C -4.596 -2.334 1.355 -2.32 3.04 -0.01
C -6.206 -2.272 1.787 1.50 3.79 -0.98
C -7.023 -0.829 1.782 4.85 0.20 -1.53
C -6.192 0.502 1.291 1.65 -3.39 0.14
C -4.597 0.419 0.818 -1.97 -3.08 1.33
C 0.471 -2.864 1.457 -0.26 0.55 0.13
O 0.121 -3.510 2.765 3.38 -2.21 -1.05
C 1.154 -4.480 3.161 4.82 -0.41 0.95
C 0.631 -5.993 3.603 -0.42 1.69 1.13
O 2.469 -4.256 3.245 -8.08 -0.42 -1.15
H 3.112 0.577 5.918 1.10 1.25 -1.62
H 4.322 1.984 5.249 -1.40 -1.87 -0.38
H 2.620 1.676 4.455 1.97 -1.09 1.37
H 3.775 -1.056 4.105 0.43 2.22 -0.57
H 5.310 0.083 4.018 -2.55 -0.29 -0.81
H 2.999 -1.664 1.680 -0.52 1.79 -1.25
H 3.407 -0.618 0.086 -1.03 -0.24 2.40
H 1.936 1.720 0.119 -2.09 -0.87 1.40
H 0.934 1.697 1.819 0.39 -1.22 -2.54
H -1.778 -1.508 2.644 1.15 1.39 -1.91
H -1.374 0.270 2.168 -0.04 -2.25 -1.09
H -1.993 -0.393 -0.458 0.02 -1.35 1.79
H -2.061 -2.222 -0.016 0.14 2.01 1.09
H -4.094 -3.401 1.402 -1.00 2.52 -0.15
H -6.808 -3.235 2.105 1.72 2.20 -0.82
H -8.146 -0.701 2.089 2.49 -0.45 -0.76
H -6.736 1.559 1.267 1.35 -2.61 -0.01
H -4.116 1.422 0.453 -0.91 -2.26 0.72
H 1.537 -3.152 1.072 -2.00 0.60 1.04
H -0.300 -3.281 0.686 1.49 1.14 1.45
H 1.066 -6.169 4.700 -0.73 0.35 -2.64
H -0.541 -5.952 3.738 2.41 -0.29 -0.64
H 1.006 -6.846 2.895 -0.81 2.23 1.34
C -10.077 -0.276 -0.940 0.00 -0.01 0.10
O -9.753 0.444 0.235 -0.32 0.54 0.74
H -9.161 -0.692 -1.366 -0.23 0.18 0.26
H -10.763 -1.089 -0.693 0.14 0.01 -0.19
H -10.540 0.398 -1.666 0.00 -0.15 -0.21
H -10.584 0.801 0.589 0.56 -0.13 -0.16
C 6.510 1.647 -0.428 -0.22 -0.11 0.19
O 6.813 2.222 0.830 -0.05 0.24 0.34
H 7.425 1.591 -1.022 -0.06 0.08 0.13
H 6.111 0.640 -0.282 -0.04 -0.08 -0.25
H 5.778 2.269 -0.947 -0.04 -0.14 -0.28
H 5.983 2.258 1.335 0.37 -0.04 -0.18
C -13.646 -1.187 0.172 -0.20 0.05 -0.06
O -13.130 -2.083 -0.795 -0.15 -0.39 -0.60
H -12.824 -0.821 0.791 -0.06 -0.14 -0.15
H -14.126 -0.344 -0.331 -0.04 0.13 0.23
H -14.370 -1.708 0.803 0.00 0.20 0.15
H -13.882 -2.392 -1.329 0.46 0.11 0.30
C 5.982 -2.765 1.224 0.02 -0.24 0.03
O 6.312 -2.144 -0.005 0.29 0.14 -0.59
H 5.434 -2.054 1.846 0.12 -0.01 -0.14
H 5.354 -3.639 1.034 -0.04 -0.05 0.23
H 6.898 -3.066 1.739 -0.15 -0.06 0.21
H 6.797 -2.799 -0.535 -0.30 0.31 0.16
C 6.544 5.663 1.687 0.11 -0.16 -0.11
O 5.593 5.048 0.837 -0.15 -0.20 -0.45
H 6.018 6.243 2.448 -0.01 -0.11 -0.17
H 7.152 4.895 2.172 0.14 0.15 0.11
H 7.181 6.329 1.100 0.14 0.10 0.22
H 6.089 4.541 0.172 -0.25 0.15 0.46
C -6.318 -5.758 3.880 0.09 -0.19 -0.03
O -5.988 -5.137 2.652 0.32 -0.39 -0.41
H -6.866 -5.046 4.502 0.11 -0.04 -0.18
H -6.946 -6.632 3.691 -0.04 -0.04 0.26
H -5.402 -6.059 4.395 -0.13 -0.07 0.22
H -5.503 -5.791 2.121 -0.30 0.44 0.20
C 1.099 -1.723 7.684 -0.32 0.15 -0.05
O 1.423 -1.003 8.859 -0.20 0.34 0.59
H 2.015 -2.140 7.258 -0.11 0.13 0.10
H 0.413 -2.537 7.932 0.00 -0.15 -0.22
H 0.636 -1.050 6.959 0.07 -0.31 -0.08
H 0.592 -0.646 9.214 0.56 -0.17 -0.16
C 2.176 -4.964 -1.267 0.07 0.10 -0.09
O 0.925 -4.312 -1.148 -0.38 0.29 -0.14
H 2.133 -5.915 -0.731 -0.10 0.13 -0.04
H 2.391 -5.153 -2.322 0.28 -0.07 0.13
H 2.958 -4.338 -0.831 0.23 -0.21 -0.13
H 0.994 -3.472 -1.633 -0.11 -0.37 0.16
C 5.669 -3.412 -3.514 0.11 0.16 -0.25
O 4.973 -3.543 -2.288 -0.23 0.17 0.57
H 5.659 -4.373 -4.033 -0.05 0.03 0.19
H 5.176 -2.660 -4.135 0.24 -0.07 -0.09
H 6.703 -3.117 -3.317 0.05 0.04 -0.29
H 4.998 -2.675 -1.850 -0.04 -0.38 -0.15
C 9.491 -1.163 -2.344 -0.09 0.08 0.09
O 8.172 -1.048 -2.845 -0.61 0.14 0.16
H 10.137 -1.560 -3.131 -0.19 0.12 0.14
H 9.854 -0.177 -2.042 0.24 -0.15 0.04
H 9.500 -1.844 -1.490 0.31 0.02 0.06
H 7.623 -0.694 -2.126 0.15 -0.20 -0.41
C -3.944 4.440 -2.455 0.21 -0.08 0.10
O -3.791 3.055 -2.708 0.33 -0.42 0.06
H -4.914 4.766 -2.840 0.19 -0.14 0.08
H -3.902 4.621 -1.379 -0.05 0.32 -0.03
H -3.149 4.993 -2.961 -0.12 0.28 0.08
H -2.923 2.795 -2.356 -0.44 0.00 -0.21
C -2.456 4.203 5.050 0.10 -0.13 -0.17
O -3.407 3.587 4.200 -0.01 -0.26 -0.42
H -2.982 4.782 5.811 0.00 -0.12 -0.17
H -1.848 3.434 5.535 0.15 0.17 0.17
H -1.819 4.869 4.463 0.15 0.12 0.22
H -2.911 3.080 3.535 -0.39 0.19 0.37
C -1.659 7.460 -1.850 -0.22 0.24 0.09
O -3.044 7.677 -1.650 -0.30 0.15 -0.04
H -1.449 6.393 -1.750 -0.12 0.12 0.00
H -1.379 7.792 -2.853 0.29 -0.12 0.03
H -1.091 8.014 -1.099 0.24 -0.07 -0.11
H -3.201 8.632 -1.745 0.16 -0.35 0.06
C -10.173 -2.790 -3.967 -0.20 0.02 0.08
O -10.369 -2.187 -2.701 -0.44 -0.24 -0.24
H -9.101 -2.844 -4.173 -0.16 0.05 0.11
H -10.591 -3.799 -3.960 0.09 -0.08 -0.26
H -10.660 -2.187 -4.738 0.09 -0.15 -0.23
H -11.328 -2.154 -2.546 0.47 0.02 0.18
C 4.548 0.257 -5.187 -0.20 0.01 -0.12
O 4.257 -0.497 -4.025 -0.47 -0.18 0.49
H 5.631 0.364 -5.280 -0.16 -0.07 0.10
H 4.159 -0.262 -6.067 0.12 0.25 -0.15
H 4.092 1.247 -5.104 0.12 0.06 -0.26
H 3.290 -0.575 -3.970 0.50 -0.03 0.08
C -6.824 6.224 -4.447 0.07 0.17 -0.10
O -8.075 6.877 -4.328 -0.30 0.50 -0.18
H -6.867 5.273 -3.911 -0.11 0.19 -0.09
H -6.609 6.036 -5.502 0.23 -0.16 0.05
H -6.042 6.851 -4.011 0.21 -0.20 -0.01
H -8.006 7.717 -4.813 -0.13 -0.49 0.33
C 6.441 1.450 -8.066 0.01 0.19 -0.04
O 5.056 1.667 -7.866 -0.37 0.45 -0.01
H 6.651 0.383 -7.965 -0.13 0.16 0.01
H 6.721 1.782 -9.068 0.26 -0.10 0.02
H 7.009 2.003 -7.314 0.25 -0.10 -0.07
H 4.899 2.621 -7.961 -0.01 -0.59 0.07
C 13.169 -0.466 -3.568 0.03 0.20 0.06
O 12.473 -0.597 -2.343 -0.03 0.31 0.46
H 13.159 -1.427 -4.087 -0.05 0.12 0.16
H 12.676 0.286 -4.189 0.16 -0.04 -0.22
H 14.203 -0.171 -3.372 0.07 -0.02 -0.27
H 12.498 0.271 -1.905 -0.05 -0.55 -0.17
C 0.282 -9.295 5.158 0.08 -0.24 -0.01
O 0.612 -8.674 3.929 0.23 -0.62 -0.42
H -0.266 -8.584 5.780 0.10 -0.04 -0.18
H -0.346 -10.169 4.968 -0.04 -0.03 0.27
H 1.198 -9.596 5.673 -0.14 -0.07 0.22
H 1.097 -9.329 3.399 -0.27 0.38 0.24
C -1.531 10.659 -3.442 0.08 0.20 -0.09
O -2.227 10.528 -2.216 -0.20 0.32 0.49
H -1.541 9.698 -3.961 -0.05 0.17 0.15
H -2.024 11.411 -4.063 0.16 -0.06 -0.19
H -0.497 10.954 -3.245 0.06 -0.04 -0.24
H -2.202 11.396 -1.778 -0.10 -0.58 -0.14
```
Forces are in eV/Å.